{
  "formula": "C4H8BrFN",
  "method": "ωB97M-V/def2-TZVPD",
  "relative_energy_kcal_mol": 6.7,
  "e_tot_ha": -2885.5230,
  "e_lumo_ev": -4.11,
  "smiles": "[NH3+][C@H]1[C@H](F)C[C@@H]1Br",
  "total_charge": 1,
  "orbital_gap_ev": 10.04,
  "symbols": ["C", "C", "C", "C", "N", "F", "Br", "H", "H", "H", "H", "H", "H", "H", "H"],
  "positions_angstrom": [[-0.513635, 1.479597, -0.463176], [0.025911, -0.363284, 0.566366], [0.760652, 0.934382, 0.045180], [-1.110241, 0.068042, -0.594117], [0.757026, -1.642967, 0.440965], [1.541453, 1.571949, 0.916714], [-2.976508, -0.186759, 0.039530], [-1.091578, 2.185911, 0.084260], [-0.491010, 1.934589, -1.492486], [-0.104636, -0.218339, 1.703912], [1.351626, 0.607323, -0.764562], [-0.999194, -0.464404, -1.555251], [0.061223, -2.450918, 0.242061], [1.493338, -1.949463, 1.223864], [1.295578, -1.505666, -0.393263]],
  "atomic_forces_ev_per_a": [[-1.271, 0.734, -3.479], [-0.362, 2.257, 1.225], [-0.295, -2.128, 0.853], [-0.011, -1.076, 3.077], [0.329, -2.486, 0.665], [0.266, 0.661, 0.748], [1.086, 0.095, -0.519], [-0.289, 0.130, 1.121], [0.450, -0.186, 0.983], [-1.024, -0.097, -1.960], [1.081, -0.113, -1.329], [0.088, 0.382, 0.550], [1.477, 1.381, 0.655], [-2.235, 0.996, -1.744], [0.711, -0.551, -0.846]],
  "lowdin_charge": [-0.1435, -0.2161, -0.3471, -0.5616, 0.1845, 0.0806, 0.6859, 0.1205, 0.1494, 0.1924, 0.1452, 0.1035, 0.2183, 0.2481, 0.1400]
}